{
  "formula": "C60H120AgN5O12",
  "method": "wB97M-V/def2-TZVPD",
  "e_homo_ev": [-9.81, -9.81],
  "relative_energy_kcal_mol": 132.6,
  "charge": 1,
  "lumo_energy_ev": [-3.0, -6.5],
  "orbital_gap_ev": [6.8, 3.3],
  "e_tot_ha": -3681.08540,
  "multiplicity": 2,
  "symbols": ["Ag", "C", "C", "C", "O", "H", "H", "H", "H", "H", "H", "H", "C", "C", "C", "C", "C", "C", "N", "O", "C", "C", "C", "H", "H", "H", "H", "H", "H", "H", "H", "H", "H", "H", "H", "H", "H", "H", "H", "H", "H", "H", "C", "C", "C", "C", "C", "C", "N", "O", "C", "C", "C", "H", "H", "H", "H", "H", "H", "H", "H", "H", "H", "H", "H", "H", "H", "H", "H", "H", "H", "H", "C", "C", "C", "C", "C", "C", "N", "O", "C", "C", "C", "H", "H", "H", "H", "H", "H", "H", "H", "H", "H", "H", "H", "H", "H", "H", "H", "H", "H", "H", "C", "C", "C", "C", "C", "C", "N", "O", "C", "C", "C", "H", "H", "H", "H", "H", "H", "H", "H", "H", "H", "H", "H", "H", "H", "H", "H", "H", "H", "H", "C", "C", "C", "C", "C", "C", "N", "O", "C", "C", "C", "H", "H", "H", "H", "H", "H", "H", "H", "H", "H", "H", "H", "H", "H", "H", "H", "H", "H", "H", "O", "C", "O", "C", "C", "C", "H", "H", "H", "H", "H", "H", "O", "C", "O", "C", "C", "C", "H", "H", "H", "H", "H", "H", "O", "C", "O", "C", "C", "C", "H", "H", "H", "H", "H", "H"],
  "positions_angstrom": [[1.7640, 4.7917, 1.8286], [0.0685, 0.6271, 1.6596], [1.4663, 1.1728, 1.4625], [1.9466, 0.4930, 0.1733], [1.4558, 2.5499, 1.5207], [-0.3557, 0.8401, 2.6408], [0.1383, -0.4603, 1.6312], [-0.5677, 0.8968, 0.8167], [1.9877, 0.7926, 2.3410], [1.9309, -0.5941, 0.2502], [3.0145, 0.6649, 0.0390], [1.4117, 0.7176, -0.7495], [1.0496, -3.3100, 1.8577], [2.2304, -3.5961, 2.8240], [3.1711, -4.5886, 2.0257], [4.5321, -4.8248, 2.6633], [5.2393, -3.3554, 2.8054], [4.3631, -2.2639, 3.5379], [2.9767, -2.3089, 3.0987], [2.1481, -1.4753, 3.8115], [4.5514, -2.5409, 5.0296], [5.0121, -0.8981, 3.0963], [1.8150, -4.4130, 4.1291], [0.7844, -4.2895, 1.4598], [1.1701, -2.6664, 0.9863], [0.1938, -2.8655, 2.3657], [2.7127, -5.5759, 2.0808], [3.1907, -4.2505, 0.9896], [5.1896, -5.3565, 1.9755], [4.5199, -5.3197, 3.6344], [5.5985, -2.9895, 1.8436], [6.1461, -3.5662, 3.3723], [5.5909, -2.4972, 5.3544], [3.9699, -1.8508, 5.6409], [4.2763, -3.5624, 5.2924], [4.8389, -0.7806, 2.0266], [4.4812, -0.1223, 3.6480], [6.0857, -0.7647, 3.2293], [2.6637, -4.7452, 4.7270], [1.2066, -5.2725, 3.8477], [1.1838, -3.8245, 4.7948], [2.0107, -0.7318, 3.2199], [-3.9677, 1.3397, 2.2490], [-5.2875, 0.6617, 2.7655], [-5.7998, 1.5138, 3.9620], [-6.4400, 2.8172, 3.6402], [-7.3429, 2.7053, 2.4669], [-6.8986, 1.8922, 1.2383], [-6.2850, 0.6289, 1.7078], [-5.9533, -0.2546, 0.6352], [-8.2523, 1.5064, 0.5685], [-5.9952, 2.7242, 0.3473], [-4.9858, -0.7458, 3.3395], [-3.8444, 2.4037, 2.4508], [-3.6997, 1.1211, 1.2153], [-3.0612, 0.9255, 2.6903], [-6.5782, 1.0399, 4.5600], [-5.0783, 1.7018, 4.7571], [-5.6351, 3.5205, 3.4267], [-6.8789, 3.2106, 4.5571], [-7.3607, 3.7438, 2.1362], [-8.3586, 2.4294, 2.7503], [-8.8750, 0.9527, 1.2712], [-8.8521, 2.3131, 0.1471], [-7.9367, 0.8457, -0.2389], [-6.5881, 3.5783, 0.0202], [-5.0753, 2.9966, 0.8647], [-5.7683, 2.1556, -0.5546], [-4.5877, -0.5687, 4.3386], [-4.2772, -1.3080, 2.7311], [-5.8133, -1.4404, 3.4836], [-5.4286, 0.3565, 0.1127], [5.9438, -3.5123, -4.7820], [4.3745, -3.2253, -4.9113], [3.7293, -4.1471, -3.8055], [3.7232, -3.5801, -2.3766], [3.2236, -2.0848, -2.4135], [4.1256, -1.1285, -3.2422], [4.0415, -1.7664, -4.6376], [4.4815, -0.9326, -5.6611], [3.3242, 0.2376, -3.2121], [5.5322, -1.0030, -2.7837], [3.8004, -3.6832, -6.2134], [6.1340, -3.7549, -3.7365], [6.6538, -2.8154, -5.2273], [6.0319, -4.4866, -5.2627], [2.7372, -4.4360, -4.1525], [4.2225, -5.1186, -3.7741], [4.6890, -3.6259, -1.8735], [2.9962, -4.1591, -1.8071], [3.2133, -1.8569, -1.3476], [2.2012, -2.1240, -2.7893], [2.3168, 0.1507, -3.6192], [3.2287, 0.6383, -2.2029], [3.7990, 0.9826, -3.8505], [5.5999, -0.5659, -1.7875], [5.9719, -1.9756, -2.5628], [6.1595, -0.5637, -3.5594], [4.0524, -4.7301, -6.3826], [4.2582, -3.0817, -6.9986], [2.7360, -3.4891, -6.3460], [3.6827, -0.5690, -6.0501], [-2.7808, 2.6525, -1.3668], [-1.7003, 3.5053, -2.1034], [-1.7360, 3.0587, -3.5857], [-2.9120, 3.6808, -4.3391], [-2.9159, 5.1877, -4.1699], [-2.8595, 5.6731, -2.6963], [-1.7701, 4.9769, -1.9687], [-1.6850, 5.4149, -0.6387], [-2.6089, 7.2127, -2.8220], [-4.3113, 5.4274, -2.1218], [-0.2861, 3.1038, -1.6882], [-2.3164, 1.7701, -0.9265], [-3.5660, 2.2504, -2.0070], [-3.2538, 3.2950, -0.6241], [-0.7889, 3.3574, -4.0351], [-1.8698, 1.9859, -3.7251], [-3.8837, 3.3248, -3.9969], [-2.7737, 3.4580, -5.3971], [-3.8485, 5.5063, -4.6354], [-2.1997, 5.5695, -4.8975], [-2.5535, 7.6094, -3.8357], [-3.3939, 7.8228, -2.3754], [-1.6075, 7.4076, -2.4380], [-4.4847, 5.9108, -1.1604], [-5.0407, 5.8635, -2.8044], [-4.6532, 4.3937, -2.0697], [0.4341, 3.8087, -2.1037], [-0.0756, 2.1477, -2.1674], [-0.1995, 3.0510, -0.6029], [-0.7549, 5.5981, -0.4874], [-3.3999, -1.8329, -1.9577], [-1.8548, -2.1233, -1.8786], [-1.5667, -3.5098, -1.2729], [-1.6798, -4.7015, -2.2693], [-0.7808, -4.3282, -3.5186], [-1.0885, -2.9740, -4.1836], [-1.2131, -1.9019, -3.2059], [-1.3223, -0.6102, -3.7499], [0.1857, -2.7643, -5.0809], [-2.4132, -3.0932, -5.0312], [-1.1875, -1.1760, -0.8359], [-3.8851, -1.7966, -0.9824], [-3.9394, -2.6287, -2.4711], [-3.5401, -0.9540, -2.5869], [-0.5724, -3.6268, -0.8419], [-2.2298, -3.7614, -0.4452], [-2.6807, -4.7963, -2.6905], [-1.4942, -5.7033, -1.8819], [-0.9304, -5.0112, -4.3548], [0.2449, -4.3308, -3.1498], [0.1925, -3.3604, -5.9934], [0.0549, -1.7815, -5.5339], [1.1820, -2.7057, -4.6426], [-2.3469, -4.0186, -5.6033], [-3.3398, -3.1311, -4.4584], [-2.5569, -2.1797, -5.6083], [-1.4561, -0.1617, -1.1310], [-0.1048, -1.3009, -0.8537], [-1.6735, -1.2913, 0.1330], [-0.5469, -0.1364, -3.4406], [0.4146, 4.1527, 7.4926], [0.8768, 3.4252, 6.6525], [0.1186, 2.5598, 5.9959], [1.0193, 1.5622, 5.4649], [2.4831, 2.1162, 5.3577], [2.2677, 3.4503, 6.1761], [0.6812, 1.2975, 4.4630], [1.0135, 0.6618, 6.0791], [2.7226, 2.3244, 4.3149], [3.2441, 1.4479, 5.7605], [2.3669, 4.3057, 5.5079], [2.9214, 3.6829, 7.0168], [-3.6963, -1.6578, 7.1896], [-2.8375, -1.7289, 6.3206], [-2.9145, -2.5607, 5.2216], [-1.7383, -2.6920, 4.4316], [-0.8505, -1.6400, 5.0133], [-1.4963, -1.1158, 6.3405], [-1.9371, -2.5396, 3.3708], [-1.3044, -3.6726, 4.6273], [-0.6716, -0.8191, 4.3188], [0.1681, -1.9531, 5.2422], [-1.4585, -0.0298, 6.4257], [-0.9415, -1.4875, 7.2020], [3.5278, 4.6711, 0.1934], [4.0642, 4.2526, -0.7934], [5.3582, 4.0174, -0.7405], [5.7084, 3.4470, -1.9636], [4.7259, 3.9903, -2.9928], [3.4902, 3.8783, -2.1624], [5.7431, 2.3576, -1.9503], [6.7207, 3.7884, -2.1798], [4.6289, 3.3627, -3.8786], [4.9049, 5.0339, -3.2517], [3.0640, 2.8994, -1.9429], [2.7102, 4.6328, -2.2651]]
}